Entry 1:
The following is a DFT calculation (ωB97M-V with the def2-TZVPD basis set) of a 7-piece molecular cluster, C20H58O28P6S overall.

Calculated values
LUMO level   0.289 eV
Energy relative to the best compared isomer or geometry (same formula, charge and spin)   106.7 kcal per mole
Net charge   0
SMILES   COP(=O)(OC)OC.COP(=O)(OC)OC.COP(=O)(OC)OC.COP(=O)(OC)OC.COP(=O)(OC)OC.COP(=O)(OC)OC.O=S1(=O)OCCO1

XYZ file:
```
113
Properties=species:S:1:pos:R:3:forces:R:3:lowdin_charge:R:1
C 4.290543 -3.081830 1.071813 -0.244 -0.448 0.973 -0.09
O 4.351913 -3.807650 -0.153067 0.563 -0.061 -0.513 -0.21
P 4.117173 -3.152190 -1.565467 -1.173 0.043 -0.770 0.45
O 4.522313 -3.949100 -2.751317 -0.149 0.976 1.480 -0.24
O 2.481883 -2.899010 -1.488457 0.875 0.153 -0.955 -0.24
C 1.588373 -3.621760 -2.377867 -0.623 -1.161 -0.024 -0.10
O 4.797323 -1.686090 -1.363387 -0.256 -0.897 -1.049 -0.24
C 6.005823 -1.349440 -2.111317 -0.114 -0.197 -0.074 -0.07
H 3.781243 -3.770580 1.745863 -0.201 0.284 0.134 0.09
H 3.766953 -2.126560 1.034303 -0.084 -0.134 -0.303 0.07
H 5.274823 -2.924530 1.512903 0.202 0.039 -0.448 0.09
H 1.918013 -4.638630 -2.590967 0.644 0.154 0.052 0.08
H 1.282063 -3.199400 -3.334887 0.877 0.866 0.064 0.08
H 0.616583 -3.800860 -1.917807 0.130 0.518 0.770 0.07
H 6.837993 -1.311720 -1.408337 -0.148 0.259 0.010 0.09
H 5.856403 -0.408240 -2.640387 -0.103 0.147 0.445 0.07
H 6.273663 -2.063120 -2.890427 -0.405 -0.389 0.206 0.08
C -4.110057 -2.944560 -0.726007 -1.596 2.532 -4.158 -0.20
O -3.947937 -3.464310 0.474403 2.032 -2.830 3.664 -0.18
P -2.718167 -4.443170 0.758373 0.730 -0.506 0.268 0.53
O -2.817677 -5.135940 2.072103 0.532 1.111 -1.926 -0.23
O -1.385987 -3.473160 0.435453 -2.118 -1.404 0.480 -0.24
C -0.142947 -3.820780 1.064903 0.219 0.699 0.320 -0.09
O -2.718537 -5.472590 -0.538317 -0.269 1.852 1.489 -0.24
C -1.918137 -6.633810 -0.340607 0.319 -0.082 0.050 -0.11
H -5.142857 -3.103010 -1.036347 -0.189 -0.079 -0.141 0.10
H -3.495787 -3.309990 -1.548947 0.367 -0.186 0.275 0.09
H -4.000607 -1.861480 -0.670667 0.239 0.225 -0.175 0.09
H -0.184407 -4.790360 1.561183 0.101 0.059 -0.084 0.09
H 0.069723 -3.039700 1.794823 -0.059 -0.159 0.304 0.07
H 0.660253 -3.732500 0.333353 -0.122 -0.423 -0.195 0.07
H -0.943697 -6.517220 -0.814907 -0.126 -0.030 -0.522 0.08
H -2.510597 -7.442220 -0.769047 0.463 -0.233 0.250 0.09
H -1.675537 -6.752480 0.715403 -0.487 -0.467 0.076 0.07
C -2.519867 1.159480 -3.881417 0.686 0.982 1.868 -0.12
O -2.458967 0.184930 -4.873277 -0.668 -1.285 -1.119 -0.20
P -1.502787 -1.101560 -4.782437 -0.325 0.183 -2.040 0.47
O -1.263057 -1.518500 -3.416387 0.194 -0.474 1.252 -0.22
O -0.127427 -0.692570 -5.579737 -1.835 -1.853 0.167 -0.21
C 0.762433 0.204250 -4.927297 -0.651 1.234 0.761 -0.12
O -2.283747 -2.189070 -5.749877 2.525 2.466 0.982 -0.21
C -3.486077 -2.787070 -5.348677 -1.042 -1.343 0.004 -0.13
H -1.518407 1.225180 -3.456147 0.032 1.044 -0.151 0.06
H -3.126907 1.022300 -2.986557 -0.484 -1.442 -0.091 0.08
H -2.983677 2.089450 -4.210257 0.818 0.036 -0.871 0.10
H 1.821233 0.044990 -5.131447 -0.311 -0.273 -0.640 0.10
H 0.677583 0.200720 -3.840617 -0.157 -0.527 0.110 0.06
H 0.390583 1.195550 -5.186427 0.690 0.115 -0.256 0.07
H -3.345607 -3.866250 -5.409867 0.087 -0.071 -0.208 0.09
H -4.277427 -2.527180 -6.051757 0.055 0.221 0.069 0.09
H -3.848847 -2.655330 -4.329297 0.432 0.759 0.121 0.08
C 0.099123 4.282920 5.680623 0.549 0.743 -1.031 -0.06
O -0.111477 5.314650 4.694243 -1.368 1.455 -0.305 -0.25
P -1.550617 5.894740 4.186523 0.243 -4.945 0.749 0.45
O -1.450137 7.100200 3.427993 0.224 1.901 -0.772 -0.20
O -2.103377 4.565610 3.361673 -0.245 1.830 1.349 -0.23
C -1.335097 3.901270 2.362073 -0.491 0.132 -0.779 -0.12
O -2.548197 5.890930 5.474893 0.928 -1.008 -2.031 -0.21
C -2.701497 7.059660 6.210083 0.612 1.909 1.353 -0.15
H -0.766457 4.208040 6.338863 0.278 -0.301 0.049 0.09
H 1.021433 4.624050 6.150803 -0.297 -0.214 0.630 0.09
H 0.373053 3.393490 5.113193 -0.516 -0.361 0.310 0.08
H -1.694127 4.086910 1.349783 -0.435 0.791 -0.033 0.08
H -1.576367 2.841360 2.442583 0.886 -0.046 0.609 0.08
H -0.295917 4.229180 2.335903 0.074 -0.655 0.510 0.08
H -3.544887 7.697380 5.945293 -0.484 -0.681 -0.092 0.09
H -1.881377 7.774740 6.145533 0.530 -0.245 -0.528 0.08
H -2.675637 6.812600 7.271403 -0.610 -0.225 -0.034 0.09
C 2.124903 4.826770 -1.618077 0.619 -0.157 2.721 -0.14
O 2.304723 4.708160 -2.954007 -0.546 -1.346 -4.593 -0.24
P 1.919223 3.346440 -3.809787 -0.029 1.359 1.265 0.50
O 0.511373 2.903200 -3.600457 2.048 0.182 -0.125 -0.24
O 2.335873 3.781870 -5.297837 0.214 -1.634 1.883 -0.21
C 1.833843 4.971910 -5.846067 -0.212 1.167 -0.286 -0.10
O 3.082823 2.327830 -3.315607 -2.583 0.004 -0.859 -0.21
C 4.418063 2.720950 -3.400517 1.554 0.743 0.806 -0.12
H 1.816843 3.889640 -1.154407 -0.255 0.028 0.154 0.08
H 1.459913 5.638380 -1.322817 -0.184 -0.079 -0.277 0.10
H 3.123963 5.053550 -1.245847 -0.062 0.143 0.620 0.10
H 1.522963 4.762700 -6.869627 0.001 0.131 0.123 0.10
H 2.630983 5.714610 -5.813467 0.016 0.010 -0.267 0.09
H 1.014323 5.389710 -5.261317 -0.200 -0.197 -0.114 0.09
H 5.018383 2.012370 -3.971167 -0.310 0.264 -0.476 0.09
H 4.870053 2.728140 -2.408677 -0.252 -0.272 0.329 0.09
H 4.502793 3.768080 -3.691117 0.177 -0.212 -0.664 0.09
C 0.625593 -1.340630 4.944283 0.147 0.981 -0.622 -0.07
O -0.417327 -1.523900 3.926633 -1.412 -1.102 1.340 -0.26
P -1.686617 -2.486920 4.329293 -0.018 -1.697 1.755 0.52
O -1.366087 -3.946570 4.633523 -0.764 3.670 -1.072 -0.26
O -2.318057 -1.711490 5.644543 1.090 -0.110 -1.948 -0.26
C -3.342607 -2.317470 6.422683 0.332 -0.370 0.510 -0.11
O -2.836307 -2.193680 3.222523 2.328 -0.566 0.407 -0.22
C -2.884047 -0.923320 2.587583 -1.282 1.053 -0.300 -0.11
H 0.579413 -0.325610 5.338863 -0.411 0.165 -0.215 0.08
H 1.549263 -1.371960 4.366393 0.091 -0.481 0.358 0.08
H 0.600443 -1.969630 5.834123 -0.196 -0.621 -0.586 0.09
H -2.818287 -2.666340 7.312333 -0.503 -0.054 0.274 0.09
H -3.831697 -3.176120 5.962673 0.155 0.067 -0.302 0.09
H -4.093307 -1.563170 6.658433 0.146 0.000 0.038 0.09
H -3.912387 -0.594420 2.737363 -0.026 0.208 -0.056 0.10
H -2.731977 -0.959210 1.508843 0.236 -0.611 0.036 0.07
H -2.233637 -0.134540 2.965593 0.227 -0.445 0.382 0.08
O 0.832133 1.839640 2.602583 -0.174 -2.539 -1.969 -0.26
S 1.180853 0.812490 1.611073 -0.495 2.134 0.227 0.72
O 2.387143 0.082520 1.908103 -1.378 -0.195 -0.788 -0.24
O -0.085807 -0.155940 1.060063 1.472 0.683 4.497 -0.22
C -0.225477 -0.226700 -0.302287 1.727 0.555 -1.475 -0.18
C 0.971903 0.614850 -0.817527 -0.078 -0.125 -1.427 -0.16
O 1.255993 1.591270 0.181953 -0.143 -0.335 1.121 -0.20
H -0.067767 -1.258790 -0.615357 -0.628 0.055 -0.244 0.12
H -1.177807 0.240140 -0.553737 -0.008 -0.354 -0.358 0.14
H 0.689903 1.079140 -1.762517 0.115 0.526 0.257 0.10
H 1.917973 0.102940 -0.993587 -0.293 -0.711 0.033 0.13
```
Forces are in eV/Å.

Entry 2:
The following is a DFT calculation (ωB97M-V with the def2-TZVPD basis set) of a 9-piece molecular cluster, C20H58O9 overall.

Calculated values
LUMO level   0.463 eV
Energy relative to the best compared isomer or geometry (same formula, charge and spin)   42.6 kcal per mole
Net charge   0
SMILES   CC(C)O.CC(C)O.CCO.CCO.CCO.CCO.CCO.CCO.CCO

XYZ file:
```
87
Properties=species:S:1:pos:R:3:forces:R:3:lowdin_charge:R:1
C -3.089434 1.454507 -2.537897 -0.202 -1.808 1.166 -0.06
C -2.952873 2.377688 -1.346530 0.693 0.831 -0.471 -0.44
C -3.147183 1.823079 0.070073 1.728 0.333 0.001 -0.04
O -1.620577 2.973299 -1.422515 -1.424 0.696 0.297 -0.07
H -4.102230 1.033609 -2.695550 0.429 0.263 0.254 0.09
H -2.414336 0.622590 -2.295069 -0.218 -0.155 -0.374 0.05
H -2.738890 1.854134 -3.462499 0.147 0.776 -0.496 0.07
H -3.647478 3.203934 -1.524239 0.177 0.194 0.359 0.13
H -4.063409 1.367450 0.313742 -1.615 -0.299 -0.132 0.05
H -2.981919 2.668547 0.763466 -0.053 -0.462 -0.232 0.08
H -2.411597 1.031126 0.321895 0.020 0.514 -0.361 0.07
H -0.954426 2.299643 -1.519780 0.465 -0.774 -0.136 0.03
C 1.605813 2.033741 -4.214783 -0.680 -0.525 -1.836 -0.04
C 0.791366 0.889467 -3.596843 1.305 1.157 0.245 -0.48
C 1.245631 -0.512529 -3.909293 0.166 0.064 -0.373 -0.03
O 0.877043 1.206574 -2.219183 -0.293 -0.437 1.607 -0.09
H 1.332816 3.017027 -3.826951 -0.373 -0.208 -0.046 0.08
H 1.481348 2.017212 -5.339291 0.183 0.195 1.112 0.10
H 2.642125 1.905069 -3.993415 0.871 -0.235 0.132 0.05
H -0.218998 0.998173 -3.924342 -1.018 0.005 -0.224 0.11
H 1.207920 -0.689587 -4.987470 -0.188 -0.097 0.101 0.09
H 0.600175 -1.188110 -3.379679 -0.521 -0.537 0.023 0.07
H 2.240589 -0.776226 -3.576473 0.402 0.401 0.127 0.06
H 0.787097 0.435264 -1.618050 -0.131 0.091 -0.631 0.08
C 1.665149 5.252511 0.103878 0.915 -1.180 0.564 -0.07
C 1.496569 3.740772 0.208450 0.741 -0.776 -2.426 -0.27
O 2.756426 3.024065 0.012753 -0.478 1.000 1.733 -0.08
H 2.208346 5.539133 -0.786431 -0.153 -0.073 -0.440 0.07
H 2.304346 5.557554 0.924955 -0.126 0.446 0.344 0.07
H 0.692915 5.688507 0.131465 -0.620 0.682 0.104 0.06
H 0.836218 3.397776 -0.631373 0.107 0.246 1.096 0.10
H 1.125194 3.412505 1.169234 -0.309 -0.056 0.150 0.08
H 2.805878 2.725429 -0.875691 -0.173 -0.358 -1.203 0.02
C -1.999643 5.392107 3.989160 -0.924 0.040 0.306 -0.09
C -1.009917 4.972137 2.945233 0.036 0.148 -0.897 -0.36
O 0.224312 4.597399 3.509806 1.521 0.266 -0.232 -0.09
H -1.830814 4.839405 4.929545 -0.545 0.014 -0.464 0.08
H -3.058695 5.383635 3.595942 1.059 -0.620 0.531 0.09
H -1.867911 6.438612 4.206757 0.372 0.468 0.334 0.06
H -0.923438 5.827483 2.261552 0.307 -0.196 -0.177 0.11
H -1.309407 4.112095 2.372966 -0.829 -0.322 -0.429 0.09
H 0.884377 4.468029 2.781110 -0.987 0.237 1.058 0.07
C -3.199500 -3.863987 4.292837 -0.280 -1.722 0.064 -0.08
C -1.747323 -4.230631 3.991820 0.753 -0.093 -0.640 -0.27
O -1.569109 -4.416237 2.571236 -0.833 0.364 -0.055 -0.14
H -3.946057 -4.507562 3.778444 0.697 0.236 0.086 0.09
H -3.472828 -2.854948 4.106813 0.176 1.002 -0.561 0.06
H -3.399705 -4.001972 5.345934 0.106 -0.141 0.465 0.07
H -1.361392 -5.163610 4.472790 -0.753 0.636 0.024 0.12
H -1.105169 -3.404401 4.338602 -0.081 -0.201 -0.053 0.11
H -0.642518 -4.545939 2.284815 0.075 0.048 0.777 0.03
C 5.269014 1.395042 -2.315722 1.704 -1.406 0.454 -0.08
C 4.293707 0.382215 -1.828039 -0.934 0.091 0.073 -0.36
O 4.670511 -0.071606 -0.558760 1.958 -1.080 0.881 -0.09
H 6.273298 0.923697 -2.115177 -0.573 0.621 -0.362 0.09
H 5.215670 2.268500 -1.714738 -0.017 1.006 0.282 0.07
H 5.225921 1.566876 -3.364066 -0.221 0.462 -0.858 0.06
H 4.166137 -0.436227 -2.545836 0.078 -0.075 0.060 0.10
H 3.307826 0.830293 -1.649734 0.067 -0.203 -0.321 0.09
H 5.647536 -0.322577 -0.553754 -1.977 0.513 -0.152 0.12
C 1.840260 -6.859798 0.415886 -1.061 0.612 -1.036 -0.08
C 0.586738 -6.201263 1.019922 0.927 0.961 -1.111 -0.26
O 0.910728 -4.982830 1.753459 0.994 -0.855 0.227 -0.12
H 2.541697 -6.094224 0.060175 -0.381 -0.179 -0.387 0.08
H 1.531965 -7.577641 -0.389654 0.474 0.729 0.620 0.09
H 2.368729 -7.391862 1.160097 0.516 -0.812 0.918 0.05
H 0.128280 -6.881238 1.678830 -0.785 -0.905 0.907 0.09
H -0.157729 -5.923168 0.245870 0.578 0.066 0.462 0.13
H 1.673518 -5.182706 2.355367 -1.065 0.292 -0.787 0.13
C 0.575381 0.091647 1.490750 -1.404 0.615 -0.074 -0.07
C 0.829453 -1.240060 0.874318 2.155 -0.719 -0.258 -0.32
O 0.375777 -1.423268 -0.464719 -0.932 -0.142 0.252 -0.11
H -0.503721 0.171923 1.570236 -0.505 0.410 -0.299 0.06
H 0.950931 0.972529 0.956919 0.180 -0.345 0.089 0.07
H 0.834314 0.116160 2.539258 0.788 -0.016 0.224 0.08
H 0.430005 -2.007403 1.535752 -0.178 -0.191 -0.090 0.10
H 1.921601 -1.416476 0.814052 -0.318 0.039 0.245 0.12
H -0.370834 -2.069353 -0.379675 0.426 0.680 -0.197 0.05
C -2.908502 -2.111562 -1.741379 0.655 0.666 1.161 -0.08
C -3.037688 -2.589856 -0.329638 -1.331 0.274 1.641 -0.33
O -1.807080 -2.887362 0.283739 0.444 0.234 -0.828 -0.09
H -2.512577 -2.880004 -2.397078 -0.632 -0.096 -0.392 0.08
H -2.179232 -1.294648 -1.743419 -0.212 0.009 -0.141 0.05
H -3.912752 -1.693236 -1.842254 0.174 -0.192 -1.377 0.08
H -3.712621 -3.459190 -0.304415 0.216 -0.028 0.043 0.12
H -3.608518 -1.779728 0.255047 0.895 -0.888 -0.540 0.13
H -1.882608 -3.367183 1.116440 -0.346 -0.229 0.499 0.05
```
Forces are in eV/Å.

Results for calculated total energy: -5350.26051, -1473.84705 (in hartree, following the order of the records).
Results for largest force on an atom: 0.09963, 0.05158 (in hartree/bohr, following the order of the records).